The following is a DFT calculation (ωB97M-V/def2-TZVPD) of 6 unconnected molecules or ions with the total composition C48H105NO5S4 in a non-equilibrium geometry.

HOMO-LUMO gap, hartree: 0.31528
SMILES: CCN(CC)C(=S)SCCC[C@]1(S)OS(=O)(=O)O[C@H]1CCCCCCCOC.CCCCCC.CCCCCC.CCCCCC.CCCCCC.CCCCCC

Last columns: bonded neighbours and bond lengths (Å).
Element x y z (Å)
1 C 9.590 2.770 2.549  C2 1.522, H29 1.091, H30 1.091, H31 1.090
2 C 8.828 2.850 1.235  C1 1.522, N3 1.469, H32 1.096, H33 1.084
3 N 8.746 1.528 0.599  C2 1.469, C4 1.486, C6 1.366
4 C 10.067 0.992 0.180  N3 1.486, C5 1.531, H34 1.089, H35 1.089
5 C 10.535 -0.205 1.012  C4 1.531, H36 1.089, H37 1.089, H38 1.090
6 C 7.706 1.311 -0.260  N3 1.366, S7 1.642, S8 1.795
7 S 6.500 2.365 -0.623  C6 1.642
8 S 7.760 -0.322 -1.002  C6 1.795, C9 1.819
9 C 5.992 -0.749 -0.958  S8 1.819, C10 1.525, H39 1.090, H40 1.083
10 C 5.845 -2.251 -0.739  C9 1.525, C11 1.530, H41 1.091, H42 1.094
11 C 4.408 -2.743 -0.563  C10 1.530, C12 1.527, H43 1.094, H44 1.095
12 C 3.773 -2.609 0.819  C11 1.527, S13 1.824, O14 1.437, C19 1.580
13 S 3.569 -0.899 1.422  C12 1.824, H45 1.341
14 O 4.677 -3.211 1.760  C12 1.437, S15 1.592
15 S 3.976 -4.237 2.755  O14 1.592, O16 1.421, O17 1.416, O18 1.577
16 O 3.572 -3.552 3.932  S15 1.421
17 O 4.782 -5.400 2.825  S15 1.416
18 O 2.722 -4.526 1.845  S15 1.577, C19 1.443
19 C 2.456 -3.480 0.886  C12 1.580, O18 1.443, C20 1.518, H46 1.092
20 C 1.129 -2.823 1.219  C19 1.518, C21 1.543, H47 1.091, H48 1.092
21 C 0.534 -2.009 0.050  C20 1.543, C22 1.536, H49 1.092, H50 1.095
22 C 0.189 -0.552 0.397  C21 1.536, C23 1.544, H51 1.090, H52 1.093
23 C -1.214 -0.368 1.015  C22 1.544, C24 1.531, H53 1.093, H54 1.094
24 C -2.079 0.668 0.293  C23 1.531, C25 1.528, H55 1.096, H56 1.096
25 C -3.133 1.315 1.190  C24 1.528, C26 1.534, H57 1.093, H58 1.094
26 C -3.821 2.520 0.536  C25 1.534, O27 1.414, H59 1.097, H60 1.092
27 O -3.485 3.744 1.160  C26 1.414, C28 1.413
28 C -2.733 4.661 0.393  O27 1.413, H61 1.094, H62 1.095, H63 1.091
29 H 9.107 2.064 3.226  C1 1.091
30 H 10.627 2.462 2.413  C1 1.091
31 H 9.591 3.749 3.029  C1 1.090
32 H 9.313 3.554 0.550  C2 1.096
33 H 7.815 3.196 1.412  C2 1.084
34 H 10.021 0.727 -0.875  C4 1.089
35 H 10.771 1.819 0.271  C4 1.089
36 H 9.676 -0.685 1.478  C5 1.089
37 H 11.033 -0.947 0.388  C5 1.089
38 H 11.216 0.097 1.808  C5 1.090
39 H 5.533 -0.449 -1.901  C9 1.090
40 H 5.550 -0.166 -0.159  C9 1.083
41 H 6.462 -2.581 0.099  C10 1.091
42 H 6.240 -2.760 -1.623  C10 1.094
43 H 4.401 -3.818 -0.768  C11 1.094
44 H 3.742 -2.283 -1.301  C11 1.095
45 H 3.142 -0.379 0.262  S13 1.341
46 H 2.359 -3.982 -0.078  C19 1.092
47 H 1.202 -2.219 2.124  C20 1.091
48 H 0.472 -3.662 1.457  C20 1.092
49 H -0.387 -2.496 -0.277  C21 1.092
50 H 1.206 -2.041 -0.814  C21 1.095
51 H 0.929 -0.164 1.097  C22 1.090
52 H 0.257 0.051 -0.512  C22 1.093
53 H -1.122 -0.071 2.063  C23 1.093
54 H -1.730 -1.333 1.008  C23 1.094
55 H -2.590 0.192 -0.551  C24 1.096
56 H -1.444 1.453 -0.133  C24 1.096
57 H -2.671 1.652 2.122  C25 1.093
58 H -3.887 0.571 1.459  C25 1.094
59 H -3.570 2.543 -0.531  C26 1.097
60 H -4.906 2.404 0.599  C26 1.092
61 H -2.796 4.437 -0.677  C28 1.094
62 H -1.681 4.653 0.694  C28 1.095
63 H -3.131 5.663 0.557  C28 1.091
64 C 8.372 -10.894 3.862  C65 1.525, H70 1.091, H71 1.091, H72 1.092
65 C 9.183 -9.904 3.033  C64 1.525, C66 1.528, H73 1.094, H74 1.093
66 C 9.612 -8.663 3.815  C65 1.528, C67 1.530, H75 1.094, H76 1.095
67 C 8.459 -7.812 4.350  C66 1.530, C68 1.528, H77 1.095, H78 1.094
68 C 7.478 -7.314 3.290  C67 1.528, C69 1.525, H79 1.090, H80 1.094
69 C 8.115 -6.408 2.242  C68 1.525, H81 1.093, H82 1.091, H83 1.092
70 H 7.440 -10.453 4.217  C64 1.091
71 H 8.113 -11.778 3.277  C64 1.091
72 H 8.938 -11.226 4.735  C64 1.092
73 H 8.607 -9.609 2.152  C65 1.094
74 H 10.079 -10.404 2.655  C65 1.093
75 H 10.255 -8.049 3.178  C66 1.094
76 H 10.236 -8.975 4.658  C66 1.095
77 H 8.881 -6.948 4.875  C67 1.095
78 H 7.906 -8.378 5.105  C67 1.094
79 H 6.674 -6.767 3.783  C68 1.090
80 H 7.000 -8.165 2.794  C68 1.094
81 H 8.567 -5.531 2.711  C69 1.093
82 H 7.367 -6.056 1.531  C69 1.091
83 H 8.894 -6.923 1.676  C69 1.092
84 C 0.697 -0.979 5.358  C85 1.524, H90 1.091, H91 1.091, H92 1.093
85 C -0.509 -0.186 4.866  C84 1.524, C86 1.528, H93 1.094, H94 1.094
86 C -0.202 1.280 4.563  C85 1.528, C87 1.530, H95 1.094, H96 1.096
87 C 0.275 2.098 5.765  C86 1.530, C88 1.528, H97 1.095, H98 1.093
88 C -0.690 2.114 6.949  C87 1.528, C89 1.525, H99 1.093, H100 1.094
89 C -2.047 2.726 6.620  C88 1.525, H101 1.092, H102 1.091, H103 1.091
90 H 1.084 -0.600 6.305  C84 1.091
91 H 0.436 -2.027 5.510  C84 1.091
92 H 1.512 -0.945 4.631  C84 1.093
93 H -1.321 -0.259 5.595  C85 1.094
94 H -0.887 -0.652 3.952  C85 1.094
95 H -1.092 1.748 4.131  C86 1.094
96 H 0.569 1.325 3.786  C86 1.096
97 H 0.450 3.127 5.436  C87 1.095
98 H 1.245 1.721 6.101  C87 1.093
99 H -0.229 2.680 7.763  C88 1.093
100 H -0.830 1.099 7.331  C88 1.094
101 H -1.935 3.753 6.264  C89 1.092
102 H -2.693 2.748 7.499  C89 1.091
103 H -2.569 2.161 5.846  C89 1.091
104 C -7.357 3.724 0.723  C105 1.525, H110 1.091, H111 1.091, H112 1.093
105 C -7.788 2.501 1.524  C104 1.525, C106 1.528, H113 1.093, H114 1.094
106 C -8.718 1.563 0.755  C105 1.528, C107 1.530, H115 1.093, H116 1.095
107 C -10.047 2.187 0.325  C106 1.530, C108 1.528, H117 1.095, H118 1.093
108 C -10.887 2.757 1.468  C107 1.528, C109 1.525, H119 1.093, H120 1.094
109 C -11.305 1.711 2.496  C108 1.525, H121 1.092, H122 1.091, H123 1.091
110 H -8.210 4.348 0.449  C104 1.091
111 H -6.664 4.341 1.297  C104 1.091
112 H -6.853 3.426 -0.200  C104 1.093
113 H -8.264 2.822 2.455  C105 1.093
114 H -6.900 1.937 1.824  C105 1.094
115 H -8.910 0.675 1.364  C106 1.093
116 H -8.198 1.206 -0.140  C106 1.095
117 H -10.633 1.426 -0.200  C107 1.095
118 H -9.860 2.978 -0.406  C107 1.093
119 H -11.782 3.219 1.043  C108 1.093
120 H -10.341 3.562 1.967  C108 1.094
121 H -11.878 0.910 2.025  C109 1.092
122 H -11.928 2.152 3.275  C109 1.091
123 H -10.441 1.259 2.986  C109 1.091
124 C -3.772 2.902 -3.540  C125 1.525, H130 1.092, H131 1.092, H132 1.093
125 C -2.253 2.896 -3.683  C124 1.525, C126 1.528, H133 1.094, H134 1.095
126 C -1.690 4.209 -4.224  C125 1.528, C127 1.529, H135 1.093, H136 1.095
127 C -2.174 4.582 -5.626  C126 1.529, C128 1.528, H137 1.095, H138 1.094
128 C -1.882 3.539 -6.703  C127 1.528, C129 1.525, H139 1.094, H140 1.094
129 C -0.394 3.278 -6.913  C128 1.525, H141 1.092, H142 1.091, H143 1.091
130 H -4.275 3.034 -4.499  C124 1.092
131 H -4.123 1.960 -3.114  C124 1.092
132 H -4.094 3.710 -2.878  C124 1.093
133 H -1.948 2.063 -4.322  C125 1.094
134 H -1.803 2.705 -2.704  C125 1.095
135 H -0.598 4.161 -4.213  C126 1.093
136 H -1.961 5.018 -3.537  C126 1.095
137 H -1.705 5.528 -5.915  C127 1.095
138 H -3.250 4.777 -5.602  C127 1.094
139 H -2.317 3.885 -7.645  C128 1.094
140 H -2.388 2.598 -6.467  C128 1.094
141 H 0.128 4.197 -7.187  C129 1.092
142 H -0.231 2.553 -7.712  C129 1.091
143 H 0.078 2.881 -6.012  C129 1.091
144 C -4.967 0.828 -7.345  C145 1.525, H150 1.091, H151 1.091, H152 1.093
145 C -5.778 2.115 -7.234  C144 1.525, C146 1.528, H153 1.093, H154 1.095
146 C -6.955 2.012 -6.265  C145 1.528, C147 1.530, H155 1.093, H156 1.095
147 C -8.013 0.974 -6.649  C146 1.530, C148 1.528, H157 1.095, H158 1.093
148 C -8.631 1.170 -8.032  C147 1.528, C149 1.525, H159 1.093, H160 1.094
149 C -9.366 2.497 -8.189  C148 1.525, H161 1.092, H162 1.091, H163 1.091
150 H -5.567 0.003 -7.732  C144 1.091
151 H -4.120 0.961 -8.019  C144 1.091
152 H -4.576 0.531 -6.368  C144 1.093
153 H -6.128 2.414 -8.225  C145 1.093
154 H -5.118 2.918 -6.891  C145 1.095
155 H -7.424 2.995 -6.171  C146 1.093
156 H -6.573 1.766 -5.269  C146 1.095
157 H -8.810 0.998 -5.898  C147 1.095
158 H -7.580 -0.028 -6.592  C147 1.093
159 H -9.329 0.350 -8.219  C148 1.093
160 H -7.858 1.087 -8.802  C148 1.094
161 H -10.163 2.590 -7.448  C149 1.092
162 H -9.818 2.582 -9.178  C149 1.091
163 H -8.694 3.348 -8.063  C149 1.091